w:
The molecule C4H10N4O, computed with ωB97M-V/def2-TZVPD.

HOMO: -8.180 eV
HOMO-LUMO gap: 8.8 eV
LUMO: 0.66 eV
Structure (SMILES): C=CCN/C(=N/O)NN

The geometry in ORCA input format:
```
! wB97M-V def2-TZVPD RIJCOSX def2/J DEFGRID3
* xyz 0 1
H -1.309 -2.895 1.189
H -1.183 -3.278 -1.192
N -0.420 2.762 -0.173
C 0.064 -1.188 1.322
O 0.624 1.605 -2.345
C 0.624 0.588 -0.290
N 1.064 -0.443 0.568
N 0.882 0.504 -1.539
N -0.006 1.584 0.455
C -0.668 -2.258 0.560
H 0.026 2.190 -1.854
H -1.330 3.008 0.190
H 1.693 -1.043 0.038
H -0.647 -0.449 1.733
C -0.607 -2.474 -0.746
H -0.045 -1.823 -1.422
H 0.559 -1.649 2.172
H 0.456 1.716 1.350
H 0.223 3.543 -0.016
*
```

Here are the natural (NBO) charges for atoms 1 to 6, given in e: 0.197, 0.202, -0.666, -0.260, -0.580, 0.473


x:
The molecule C4H10N4O, computed with ωB97M-V/def2-TZVPD.

HOMO: -8.610 eV
HOMO-LUMO gap: 9.3 eV
LUMO: 0.65 eV
Structure (SMILES): [H]/N=C(\C=N/NC)N(C)O

The geometry in ORCA input format:
```
! wB97M-V def2-TZVPD RIJCOSX def2/J DEFGRID3
* xyz 0 1
C -0.322 1.787 0.805
H -1.621 -2.023 -2.265
H 1.339 2.715 -0.050
N -0.244 -1.091 -0.961
H 0.367 -1.650 2.165
H -1.956 -1.914 -0.257
H -2.263 -0.574 -1.291
H -0.767 2.721 0.406
H 0.421 0.656 -1.443
H 0.096 1.833 1.952
H -1.121 0.895 0.737
N -0.236 -1.683 1.321
C 1.638 -0.425 0.402
C 0.256 -1.053 0.319
H 2.500 -1.156 0.661
C -1.605 -1.398 -1.223
N 2.015 0.882 0.522
O 0.473 -0.333 -1.807
N 1.029 1.812 0.007
*
```

Here are the natural (NBO) charges for atoms 1 to 6, given in e: -0.477, 0.213, 0.372, -0.145, 0.360, 0.256


y:
The molecule C4H10N4O, computed with ωB97M-V/def2-TZVPD.

HOMO: -8.721 eV
HOMO-LUMO gap: 9.6 eV
LUMO: 0.92 eV
Structure (SMILES): CN/C(=N\N1CC1)NO

The geometry in ORCA input format:
```
! wB97M-V def2-TZVPD RIJCOSX def2/J DEFGRID3
* xyz 0 1
O -2.351 -1.351 0.626
H 3.454 0.757 -1.060
H 3.354 0.473 1.399
N 0.708 -0.752 -0.145
C 2.875 -0.161 -0.616
N -0.920 0.948 0.217
H 2.718 -1.053 -1.191
H -3.221 -1.131 0.272
H -3.001 0.752 0.454
H -1.017 -2.227 -0.545
H -2.606 1.158 -1.111
H -2.527 2.489 0.072
C -0.478 -0.370 -0.154
C -2.257 1.384 -0.046
N 1.725 0.348 0.105
C 2.773 -0.290 0.870
H 2.410 -1.288 1.251
N -1.501 -1.280 -0.557
H -0.140 1.595 0.159
*
```

Here are the natural (NBO) charges for atoms 1 to 6, given in e: -0.580, 0.206, 0.215, -0.418, -0.275, -0.648


Relative energies, in hartree, with the most stable structure set to zero: w 0.0000; x 0.0803; y 0.0535.


w:
A cluster of 2 separate species, C5H11PS in total, computed with ωB97M-V/def2-TZVPD.

HOMO (alpha / beta): -8.281 / -7.879 eV
HOMO-LUMO gap (alpha / beta): 7.6 / 6.8 eV
LUMO (alpha / beta): -0.70 / -1.08 eV

The geometry in ORCA input format:
```
! wB97M-V def2-TZVPD RIJCOSX def2/J DEFGRID3
* xyz 0 1
C 0.859 1.192 -0.615
C -0.536 -0.944 -0.243
C 1.683 -0.093 -0.666
H -1.245 -3.451 -1.866
H -1.346 1.153 1.458
H 1.003 -1.030 1.167
C -1.823 1.391 0.511
H 1.804 -0.410 -1.702
H 2.672 0.055 -0.230
H 1.229 -2.172 -0.152
S -0.869 -2.395 -2.574
H -1.304 -1.597 0.139
H -2.839 0.998 0.502
H -1.867 2.469 0.376
P -0.906 0.654 -0.937
H 0.920 1.669 0.367
H 1.184 1.907 -1.369
C 0.891 -1.162 0.082
*
```

Here are the natural (NBO) charges for atoms 1 to 6, given in e: -0.690, -0.267, -0.405, 0.103, 0.216, 0.226


x:
A cluster of 2 separate species, C5H11PS in total, computed with ωB97M-V/def2-TZVPD.

HOMO (alpha / beta): -7.240 / -7.385 eV
HOMO-LUMO gap (alpha / beta): 6.9 / 8.1 eV
LUMO (alpha / beta): -0.37 / 0.69 eV

The geometry in ORCA input format:
```
! wB97M-V def2-TZVPD RIJCOSX def2/J DEFGRID3
* xyz 0 1
H 0.393 0.283 -1.408
H 3.570 -0.749 1.550
C -1.261 0.998 -0.090
H -1.593 -1.580 -0.027
S 2.985 0.930 -0.468
H -1.475 1.995 -0.530
C -0.636 -1.195 -0.290
H -2.242 0.560 0.174
C -0.627 0.046 -1.140
P 2.816 -0.983 0.369
H 2.234 0.505 -1.369
H 0.654 1.273 1.073
C -0.311 0.712 1.033
H -0.696 0.863 2.024
H 0.293 -1.284 1.847
H -1.171 0.134 -2.044
H -0.038 -2.025 -0.767
C -0.052 -0.726 0.987
*
```

Here are the natural (NBO) charges for atoms 1 to 6, given in e: 0.189, -0.043, -0.398, 0.218, -0.243, 0.221


Relative energies, in hartree, with the most stable structure set to zero: w 0.0000; x 0.0403.


w:
The molecule C6H9N3, computed with ωB97M-V/def2-TZVPD.

HOMO: -7.958 eV
HOMO-LUMO gap: 8.8 eV
LUMO: 0.89 eV
Structure (SMILES): CC1=CNN2CCN=C12

The geometry in ORCA input format:
```
! wB97M-V def2-TZVPD RIJCOSX def2/J DEFGRID3
* xyz 0 1
H -2.735 -1.464 0.676
N -0.717 -1.506 0.029
C -2.073 -0.958 -0.099
H 3.465 -0.385 0.082
H 2.297 -1.554 -1.034
N -0.832 0.759 -0.392
C -0.001 -0.428 -0.028
C 2.526 -1.101 -0.048
C 1.278 1.254 0.213
H -2.578 -0.955 -0.972
N 0.025 1.807 0.017
C -1.964 0.430 0.279
H -2.900 0.858 -0.100
H 0.024 2.581 -0.773
H 2.473 -1.944 0.689
H 2.131 1.978 -0.058
H -1.758 0.708 1.391
C 1.340 -0.081 0.128
*
```

Here are the natural (NBO) charges for atoms 1 to 6, given in e: 0.200, -0.470, -0.252, 0.223, 0.236, -0.289


x:
The molecule C6H9N3, computed with ωB97M-V/def2-TZVPD.

HOMO: -8.256 eV
HOMO-LUMO gap: 9.1 eV
LUMO: 0.89 eV
Structure (SMILES): C#CC1(NN=C)CNC1

The geometry in ORCA input format:
```
! wB97M-V def2-TZVPD RIJCOSX def2/J DEFGRID3
* xyz 0 1
H 2.352 0.613 -0.312
C 1.353 1.047 -0.615
C -2.008 -1.598 -0.130
H 1.168 -2.021 2.939
H -1.196 2.114 -0.019
C 1.143 -1.253 2.008
C -0.340 1.504 0.468
C 0.241 0.168 -0.094
H 1.284 1.366 -1.661
H 1.170 3.208 -0.110
C 0.781 -0.764 0.914
N 0.850 2.133 0.176
H -2.781 -2.488 -0.366
N -0.448 -0.311 -1.281
N -1.306 -1.486 -1.148
H -0.023 -0.182 -2.392
H -2.156 -0.838 0.709
H -0.506 1.259 1.678
*
```

Here are the natural (NBO) charges for atoms 1 to 6, given in e: 0.194, -0.171, -0.156, 0.279, 0.199, -0.231


y:
The molecule C6H9N3, computed with ωB97M-V/def2-TZVPD.

HOMO: -8.397 eV
HOMO-LUMO gap: 9.0 eV
LUMO: 0.59 eV
Structure (SMILES): CC1=N[C@H]2C[C@@H]2N=CN1

The geometry in ORCA input format:
```
! wB97M-V def2-TZVPD RIJCOSX def2/J DEFGRID3
* xyz 0 1
H -1.897 0.053 1.684
H 3.270 0.033 0.816
H 3.049 -0.295 -1.035
N -1.615 1.642 -0.016
H -3.336 -1.304 -0.736
C 1.146 -0.275 0.135
H -2.726 -1.588 0.907
N 0.926 1.032 0.013
C -0.998 -0.892 -0.395
C -1.883 0.130 0.380
N 0.315 -1.238 0.006
C -0.281 1.806 -0.187
H 1.797 1.716 -0.117
C 2.725 -0.478 0.077
H -0.810 -0.506 -1.434
H 3.047 -1.593 0.190
C -2.545 -1.098 -0.088
H -0.183 2.853 -0.199
*
```

Here are the natural (NBO) charges for atoms 1 to 6, given in e: 0.192, 0.217, 0.228, -0.416, 0.227, 0.449


z:
The molecule C6H9N3, computed with ωB97M-V/def2-TZVPD.

HOMO: -6.964 eV
HOMO-LUMO gap: 7.6 eV
LUMO: 0.67 eV

The geometry in ORCA input format:
```
! wB97M-V def2-TZVPD RIJCOSX def2/J DEFGRID3
* xyz 0 1
H 0.395 -3.200 0.355
H 0.754 0.896 -2.704
H -0.432 0.983 1.517
C 0.508 -1.348 -0.177
N -0.846 -0.586 0.346
H 2.481 2.852 0.166
C 0.513 -0.020 -0.606
H 2.289 1.472 1.382
H -1.954 -1.188 -1.311
C 1.342 1.217 -0.483
H -2.294 0.466 -0.750
N -0.922 0.092 1.587
C 0.620 0.939 -1.640
N 0.926 -2.501 -0.152
C -2.077 -0.558 -0.430
H -2.893 -0.928 0.188
H -0.477 -0.474 2.303
C 2.066 1.885 0.409
*
```

Here are the natural (NBO) charges for atoms 1 to 6, given in e: 0.379, 0.230, 0.378, 0.491, -0.249, 0.212


Relative energies, in hartree, with the most stable structure set to zero: w 0.0000; x 0.1643; y 0.0616; z 0.1222.